# C35H84F24N5O3P4

A cluster of 9 separate species, C35H84F24N5O3P4 in total (ωB97M-V/def2-TZVPD, the OMol25 dataset).

## Properties
**Highest occupied orbital energy**: -11.98 eV
**Total energy**: -5646.1086 hartree
**Energy above the lowest of the compared OMol25 structures with the same formula, charge and spin**: 0.000 eV
**Net charge**: +1
**Frontier orbital gap**: 8.6 eV

Positions of all 155 atoms, in Å:
C -2.8493 4.3091 0.2605
C -3.3464 2.9208 0.3790
O -3.3158 2.1722 -0.5759
N -4.0410 2.4576 1.7320
H -3.2904 2.1251 2.3203
H -4.4536 3.1878 2.2947
C -5.1748 1.3956 1.4082
H -2.2433 4.5494 1.1341
H -3.7566 4.9131 0.2715
H -2.3284 4.4572 -0.6855
H -5.5452 1.0392 2.3694
H -4.8045 0.5960 0.7666
H -6.0105 1.9279 0.9540
C -2.8781 -6.6331 0.3353
N -4.2710 -6.6387 -0.3743
C -4.2253 -7.8701 -1.3924
C -5.3495 -7.1201 0.5916
C -4.6475 -5.2703 -0.9793
C -3.4882 -4.5082 -1.6275
O -2.6432 -5.2358 -2.5448
H -2.1231 -6.3902 -0.4124
H -2.7210 -7.6232 0.7632
H -2.9288 -5.8792 1.1209
H -3.6286 -7.6469 -2.2768
H -5.2775 -8.0126 -1.6388
H -3.9885 -8.7531 -0.7988
H -5.0913 -8.1083 0.9721
H -6.3241 -6.9371 0.1390
H -5.3118 -6.4217 1.4276
H -5.1396 -4.7456 -0.1604
H -5.4339 -5.5222 -1.6908
H -2.9203 -3.9965 -0.8506
H -3.9996 -3.8436 -2.3238
H -2.1332 -4.6650 -3.1242
C -1.5315 -0.7906 -0.7652
N -0.1785 -0.2932 -0.2181
C 0.1295 -0.7813 1.2082
C 0.9810 -0.8778 -1.0613
C -0.1596 1.2586 -0.2050
C 1.2828 1.8967 0.0162
O 2.0762 1.8829 -1.1645
H -2.2995 -0.5002 -0.0483
H -1.7258 -1.8605 -0.8408
H -1.6812 -0.3340 -1.7436
H -0.0785 -1.8500 1.1556
H -0.6400 -0.3354 1.8383
H 1.1759 -0.6594 1.4883
H 0.7157 -0.6066 -2.0832
H 0.9752 -1.9648 -0.9817
H 1.9719 -0.5202 -0.7815
H -0.9354 1.6203 0.4697
H -0.5923 1.4970 -1.1766
H 1.7667 1.4978 0.9077
H 1.1680 2.9562 0.2451
H 2.0384 2.7780 -1.5095
C 2.5066 -1.2078 -5.3714
C 3.6132 -1.1346 -4.3236
C 3.7747 -2.3175 -3.4306
C 4.3808 -3.5592 -4.1757
N 4.5451 -4.7643 -3.1288
C 5.3862 -5.8274 -3.8889
C 6.7920 -5.3050 -3.7234
C 6.8492 -4.4964 -2.4929
C 5.4524 -4.4647 -1.9404
C 3.1492 -5.2748 -2.6832
C 2.2426 -5.6643 -3.9542
C 0.9999 -6.5241 -3.5627
H 2.5818 -2.1659 -5.8858
H 2.6927 -0.4952 -6.1749
H 1.5138 -1.0459 -4.9516
H 3.5304 -0.2485 -3.6943
H 4.4842 -0.9317 -4.9468
H 2.8441 -2.5849 -2.9301
H 4.4135 -1.9796 -2.6146
H 5.3868 -3.2537 -4.4636
H 3.8283 -3.8144 -5.0799
H 5.2562 -6.7464 -3.3175
H 5.0330 -5.9761 -4.9093
H 7.4797 -6.1485 -3.6632
H 7.0624 -4.8323 -4.6676
H 7.4988 -5.0363 -1.8040
H 7.1522 -3.4630 -2.6612
H 5.1832 -5.1741 -1.1578
H 5.0855 -3.5122 -1.5580
H 2.8016 -4.4700 -2.0356
H 3.4301 -6.1867 -2.1562
H 2.9463 -6.1608 -4.6224
H 1.9437 -4.7153 -4.3994
H 0.4542 -6.7923 -4.4673
H 0.3381 -5.9787 -2.8899
H 1.3228 -7.4804 -3.1512
C -1.9377 10.8783 3.7794
C -0.5681 10.2375 3.9851
C -0.7077 8.7365 4.3457
C 0.6258 8.1286 4.3861
N 0.6708 6.5533 4.4633
C 2.1561 6.1158 4.8068
C 2.8689 5.9744 3.4632
C 1.7495 5.1323 2.7281
C 0.5101 5.9771 3.0734
C -0.2447 5.9560 5.5876
C -0.0622 6.6655 6.9601
C -1.0694 6.1624 7.9784
H -2.6426 10.5663 4.5500
H -2.3675 10.5052 2.8498
H -1.8787 11.9655 3.7285
H -0.0956 10.8859 4.7230
H 0.0084 10.4517 3.0853
H -1.3911 8.3788 3.5756
H -1.1472 8.7122 5.3429
H 1.3220 8.5542 5.1089
H 1.2011 8.2547 3.4689
H 2.1304 5.1738 5.3545
H 2.5719 6.8631 5.4827
H 3.8428 5.5045 3.6005
H 3.0530 6.9130 2.9405
H 1.7475 4.1107 3.1082
H 1.9439 5.0145 1.6621
H -0.4403 5.4562 3.1896
H 0.3802 6.7931 2.3625
H -0.0613 4.8826 5.5402
H -1.2695 6.1097 5.2496
H -0.1439 7.7508 6.9001
H 0.9905 6.6492 7.2425
H -0.8740 5.1073 8.1699
H -2.0879 6.3858 7.6608
H -1.0034 6.6980 8.9254
P -3.8483 -2.0566 1.9409
F -4.2470 -1.8248 0.3635
F -3.0318 -0.6522 2.0178
F -5.2375 -1.2895 2.3712
F -3.5038 -2.3988 3.5104
F -4.6648 -3.4566 1.9041
F -2.5636 -2.9237 1.4412
P 2.5596 -4.0884 1.3154
F 2.8709 -2.7500 0.4236
F 4.0329 -4.0747 2.0902
F 1.9070 -3.1304 2.4501
F 2.0060 -5.3986 2.1868
F 1.2136 -4.1084 0.5369
F 3.2398 -5.0160 0.1850
P -2.1023 -1.8718 -4.7685
F -0.7586 -1.3556 -3.9626
F -1.1877 -2.0221 -6.1170
F -1.6286 -3.3800 -4.3041
F -3.4888 -2.3015 -5.5180
F -2.8669 -1.6537 -3.3155
F -2.5571 -0.2867 -5.2435
P 0.4992 4.7208 -2.9318
F 0.8654 5.7846 -4.1146
F 0.6673 3.4334 -3.9418
F 2.1016 4.5739 -2.4398
F 0.0062 3.8310 -1.6653
F 0.2236 6.0363 -1.9649
F -1.0166 4.9457 -3.4841

Mulliken population analysis, charges in e, atoms 1 to 4: number 1, C, carries -0.7037; number 2, C, carries 0.5304; number 3, O, carries -0.3288; number 4, N, carries -0.1032



# C35H90N6O13PS4

A cluster of 9 separate species, C35H90N6O13PS4 in total (ωB97M-V/def2-TZVPD, the OMol25 dataset).

## Properties
**Highest occupied orbital energy**: -10.94 eV
**Total energy**: -4627.6167 hartree
**Net charge**: +1
**Frontier orbital gap**: 6.7 eV

Positions of all 149 atoms, in Å:
C -1.8371 -0.6170 3.2437
C -1.9976 0.9729 2.8991
O -3.0139 1.4014 3.8943
N -4.1973 0.7857 3.6727
O -4.6607 0.5218 4.7908
N -2.6021 1.4365 1.5994
C -2.0133 0.5189 0.5066
C -3.0425 -0.6961 0.0685
C -2.0581 -2.0074 -0.2579
S -1.0453 -1.7195 -1.8416
C -2.0860 2.8558 1.2768
N -2.9444 3.4977 0.4360
S -2.5368 5.0836 -0.1447
P -4.5236 2.8264 -0.1662
S -4.3502 2.3605 -2.0522
N -0.7873 3.1487 1.9426
C -0.4396 4.4958 2.4749
C 0.6036 5.1882 1.3635
C 0.9857 4.1832 0.1231
C 2.2661 4.9131 -0.6675
S 2.3904 4.3775 -2.4847
O 3.8195 3.7581 -2.7420
O 2.3172 5.6082 -3.4709
O 1.2341 3.1820 -2.9034
C -0.6287 1.9349 2.8750
N -0.4447 2.1557 4.3588
N 0.7009 1.2345 2.5221
H -0.8767 -1.1268 2.7898
H -1.7943 -0.7455 4.4278
H -2.7572 -1.2783 2.8743
H -0.9210 0.1712 0.7349
H -1.9336 1.2245 -0.4534
H -3.5421 -0.4016 -0.9577
H -3.8034 -1.0060 0.9023
H -1.3275 -2.2010 0.6627
H -2.6603 -2.9970 -0.4247
H 0.1282 -2.5305 -1.7404
H -2.1608 4.8931 -1.5071
H -5.0492 1.7793 0.6722
H -5.4750 3.9362 -0.0768
H -1.4096 5.1851 2.5588
H 0.1326 4.5495 3.4887
H 1.5825 5.5877 1.8643
H 0.0342 6.1430 0.9349
H 1.3994 3.1322 0.4636
H 0.1357 4.1019 -0.7022
H 2.2407 6.0816 -0.5852
H 3.2415 4.5105 -0.1151
H 0.3518 3.6283 -3.1217
H -1.0728 2.9350 4.7211
H 0.5299 2.5239 4.5764
H 0.9905 0.7251 3.4108
H 1.4119 1.9846 2.3676
C -5.2398 3.7765 7.2081
C -3.7679 4.1461 7.1179
C -3.4047 4.6398 5.7265
O -2.9742 3.0059 7.4364
H -5.4846 2.9684 6.5097
H -5.4841 3.4113 8.2115
H -5.8775 4.6372 6.9838
H -3.5374 4.9223 7.8557
H -3.5844 3.8624 4.9755
H -2.3399 4.8905 5.6729
H -3.9874 5.5265 5.4577
H -3.1723 2.3114 6.7864
C 4.0121 -3.4614 -3.1303
C 3.1558 -4.3596 -2.2520
C 3.2338 -5.8103 -2.7002
O 1.8009 -3.9206 -2.3066
H 3.6718 -3.4916 -4.1715
H 3.9366 -2.4186 -2.8037
H 5.0635 -3.7634 -3.0975
H 3.4850 -4.2779 -1.2104
H 2.8659 -5.9239 -3.7261
H 2.6031 -6.4432 -2.0668
H 4.2619 -6.1828 -2.6545
H 1.5001 -3.9897 -3.2280
C -1.0263 -6.2696 -5.7956
C -1.1068 -5.2489 -4.6717
C -2.1718 -4.2003 -4.9504
O 0.1583 -4.6093 -4.5233
H -0.7594 -5.7888 -6.7434
H -0.2474 -7.0109 -5.5873
H -1.9801 -6.7906 -5.9247
H -1.3294 -5.7578 -3.7275
H -1.9455 -3.6461 -5.8682
H -2.2099 -3.4655 -4.1392
H -3.1600 -4.6593 -5.0541
H 0.3642 -4.1547 -5.3570
C 3.1162 -9.8676 -2.9337
C 1.6481 -9.6965 -2.5778
C 1.2747 -10.5189 -1.3547
O 0.8439 -10.1016 -3.6826
H 3.3425 -10.9129 -3.1719
H 3.3676 -9.2796 -3.8230
H 3.7619 -9.5494 -2.1093
H 1.4360 -8.6385 -2.3886
H 1.4358 -11.5874 -1.5369
H 0.2126 -10.3957 -1.1176
H 1.8653 -10.2203 -0.4830
H 1.0256 -11.0399 -3.8578
C 2.4709 8.8187 -1.7403
C 3.9428 9.1884 -1.8306
C 4.3060 9.6821 -3.2220
O 4.7364 8.0482 -1.5120
H 2.2261 8.0106 -2.4388
H 2.2266 8.4535 -0.7370
H 1.8332 9.6795 -1.9647
H 4.1733 9.9646 -1.0928
H 4.1263 8.9046 -3.9729
H 5.3708 9.9328 -3.2756
H 3.7233 10.5687 -3.4907
H 4.5384 7.3537 -2.1621
C -4.5337 -4.6223 1.5264
C -5.7698 -4.4185 0.6652
C -6.1927 -5.7121 -0.0125
O -5.4966 -3.4329 -0.3275
H -3.6843 -4.9565 0.9201
H -4.2337 -3.6804 1.9981
H -4.7166 -5.3639 2.3103
H -6.5915 -4.0414 1.2839
H -5.4022 -6.0849 -0.6734
H -7.0761 -5.5476 -0.6386
H -6.4254 -6.4864 0.7252
H -4.7682 -3.7592 -0.8816
C 10.4565 10.5629 -2.8428
C 8.9884 10.7340 -2.4868
C 8.6151 9.9115 -1.2638
O 8.1843 10.3289 -3.5917
H 10.6829 9.5176 -3.0810
H 10.7079 11.1508 -3.7321
H 11.1023 10.8811 -2.0184
H 8.7763 11.7919 -2.2977
H 8.7761 8.8431 -1.4460
H 7.5530 10.0347 -1.0267
H 9.2057 10.2102 -0.3921
H 8.3660 9.3906 -3.7668
C -1.7742 -7.7760 3.1687
C -3.2423 -7.6049 3.5247
C -3.6156 -8.4273 4.7477
O -4.0464 -8.0100 2.4198
H -1.5478 -8.8213 2.9305
H -1.5228 -7.1880 2.2794
H -1.1284 -7.4578 3.9931
H -3.4544 -6.5469 3.7138
H -3.4546 -9.4958 4.5655
H -4.6777 -8.3041 4.9848
H -3.0250 -8.1287 5.6194
H -3.8647 -8.9483 2.2447

Mulliken population analysis, charges in e, atoms 1 to 4: number 1, C, carries -0.9576; number 2, C, carries 0.1290; number 3, O, carries 0.0283; number 4, N, carries 0.0874



# C35H95N5O10

A cluster of 10 separate species, C35H95N5O10 in total (ωB97M-V/def2-TZVPD, the OMol25 dataset).

## Properties
**Highest occupied orbital energy**: -9.32 eV
**Total energy**: -2416.4798 hartree
**Energy above the lowest of the compared OMol25 structures with the same formula, charge and spin**: 1.990 eV
**Frontier orbital gap**: 9.8 eV

Positions of all 145 atoms, in Å:
C 9.8509 3.2914 3.7818
C 9.1784 3.4594 2.4429
C 8.8624 2.0559 1.8620
O 8.0492 4.3149 2.5642
H 10.0776 4.2308 4.3085
H 10.7134 2.6382 3.6715
H 9.2703 2.6352 4.4319
H 9.9439 3.9036 1.8031
H 8.3511 2.1116 0.9234
H 8.2030 1.6223 2.5952
H 9.7428 1.4469 1.6829
H 7.4330 3.8567 3.1625
C -2.0621 -2.8507 -5.1362
C -0.9131 -2.3041 -4.2544
C -0.7428 -3.2254 -3.1006
O 0.2158 -2.1811 -5.1261
H -1.7520 -3.6985 -5.6535
H -2.3909 -2.1274 -5.9050
H -2.9852 -3.0149 -4.6330
H -1.1712 -1.3422 -3.7868
H -1.6765 -3.2795 -2.5531
H 0.1065 -2.9980 -2.4398
H -0.4326 -4.2638 -3.3140
H 0.5481 -1.2966 -5.3577
C -2.2996 -4.4509 2.7267
C -1.8301 -4.4877 1.2968
C -2.5511 -5.3700 0.3773
O -1.9078 -3.1652 0.7433
H -1.7258 -3.6927 3.2924
H -2.0409 -5.3703 3.1537
H -3.3219 -4.2034 2.7807
H -0.7727 -4.7171 1.2850
H -3.5898 -5.0460 0.1759
H -2.7277 -6.4118 0.7670
H -2.0815 -5.3824 -0.5996
H -2.7156 -2.6954 0.9397
C 4.8845 0.9896 -2.7620
C 4.7981 1.8282 -4.0524
C 4.5564 3.2934 -3.6553
O 5.9375 1.6551 -4.9136
H 4.9679 -0.1070 -2.8879
H 3.9075 0.9533 -2.2299
H 5.7382 1.3040 -2.1137
H 3.9765 1.5402 -4.6634
H 3.7443 3.3492 -2.9143
H 4.2928 3.7893 -4.5144
H 5.4449 3.6250 -3.1761
H 6.7629 2.0134 -4.6148
C 1.0970 -6.6819 2.3200
C 1.9232 -5.6198 3.1198
C 1.1644 -4.3381 3.5473
O 2.5784 -6.3394 4.1882
H 0.8305 -6.2257 1.3955
H 0.2084 -6.9181 2.9444
H 1.7058 -7.5310 2.2285
H 2.6865 -5.2955 2.5166
H 0.4760 -4.4473 4.3968
H 0.6732 -3.8318 2.7421
H 1.8865 -3.5634 3.8676
H 3.4582 -6.0009 4.3619
C -4.8934 1.2447 -3.3144
C -4.0595 0.3170 -2.4252
C -2.8596 1.0547 -1.9462
O -3.3188 2.2079 -1.2100
C -2.1382 3.0457 -0.9288
N -4.9645 -0.1869 -1.3288
H -5.8786 0.7386 -3.4016
H -4.5422 1.3770 -4.3221
H -5.0011 2.2134 -2.8166
H -3.6934 -0.5988 -2.9876
H -2.2448 1.4641 -2.7514
H -2.2444 0.3954 -1.2793
H -2.5482 4.0225 -0.6191
H -1.4591 3.1881 -1.7415
H -1.6319 2.6425 -0.0260
H -4.8807 0.4240 -0.5229
H -4.5689 -1.0334 -0.9828
C -0.1183 3.6247 -4.4408
C -1.2866 4.2815 -5.1321
C -2.1815 3.2519 -5.8395
O -1.4704 2.4409 -6.7551
C -1.8939 1.0703 -6.6747
N -2.2164 5.0976 -4.3422
H 0.4488 3.0607 -5.1934
H -0.3416 2.8633 -3.7466
H 0.5408 4.3767 -3.9569
H -0.9346 4.9678 -5.8976
H -2.9951 3.6838 -6.4152
H -2.5933 2.6413 -4.9768
H -2.9552 0.9618 -6.9828
H -1.7025 0.6956 -5.6368
H -1.2745 0.4173 -7.3189
H -1.9021 5.9498 -3.9026
H -2.6562 4.5056 -3.6521
C -3.5060 1.2298 3.2896
C -3.2299 -0.0552 2.4980
C -4.5890 -0.7769 2.1593
O -4.4360 -1.9510 1.4127
C -5.7129 -2.5315 1.2684
N -2.3465 0.0975 1.3075
H -3.6383 2.0045 2.5062
H -2.6712 1.4537 3.8946
H -4.4235 1.0969 3.8374
H -2.7672 -0.6985 3.1986
H -5.3332 -0.0895 1.7121
H -4.9461 -1.0603 3.1364
H -5.5368 -3.4166 0.6353
H -6.3917 -1.8488 0.8247
H -6.1128 -2.8106 2.2278
H -2.8879 0.4533 0.4897
H -2.1508 -0.8926 0.9332
C 2.6465 2.4474 0.9714
C 1.1773 2.0203 0.7729
C 1.0413 1.1139 -0.4244
O 1.3406 1.7299 -1.6963
C 1.0734 0.9090 -2.7856
N 0.6497 1.4075 1.9320
H 3.3411 1.5295 0.9331
H 2.6948 2.9822 1.8809
H 2.9745 3.1139 0.1759
H 0.4925 2.8552 0.4895
H -0.0176 0.8472 -0.4039
H 1.5512 0.1532 -0.2786
H 1.4527 1.4086 -3.7108
H 0.0297 0.6773 -2.9439
H 1.6518 -0.0722 -2.8067
H -0.3321 1.2844 1.8219
H 0.9807 0.4508 2.0157
C -0.3272 -1.9792 5.7079
C -1.0528 -0.7447 6.1869
C -0.3850 0.5232 5.6378
O -0.9062 1.6528 6.2252
C -0.2003 2.7882 5.6805
N -2.4402 -0.8299 5.6635
H -0.1983 -1.9189 4.6375
H -0.8024 -2.8695 6.0227
H 0.6854 -2.0843 6.1719
H -1.0210 -0.6388 7.2564
H -0.4563 0.6391 4.5481
H 0.7267 0.4771 5.8406
H 0.8861 2.6653 5.8793
H -0.5411 3.7360 6.0515
H -0.2447 2.7607 4.5927
H -3.0900 -1.1986 6.3954
H -2.7962 0.1192 5.6557

Mulliken population analysis, charges in e, atoms 1 to 4: number 1, C, carries -1.2254; number 2, C, carries 0.2967; number 3, C, carries -1.1513; number 4, O, carries -0.5323